(1)
The following is a quantum chemistry calculation of a cluster of 10 separate species, C51H82F3N3O31S in total in a non-equilibrium geometry, from the Open Molecules 2025 dataset.

The calculation puts the HOMO-LUMO gap at 9.5 eV. Its LUMO energy is -0.051 eV. The structure (SMILES) is [H]/N=C(\C)C[C@@H](N[C@@H](F)CC)[C@](CCCF)(O[C@@](CCC)(CC(=O)N(C)C)[C@H](C)CCC)S(=O)(=O)F.O=C1OCCO1.O=C1OCCO1.O=C1OCCO1.O=C1OCCO1.O=C1OCCO1.O=C1OCCO1.O=C1OCCO1.O=C1OCCO1.O=C1OCCO1.

Cartesian coordinates (Å):
H  -2.095  0.250  -4.849
N  -1.143  0.124  -4.517
C  -0.968  -1.080  -4.189
C  -2.062  -2.103  -4.353
C  0.335  -1.618  -3.670
C  1.109  -0.789  -2.645
N  1.312  0.588  -3.012
C  2.182  0.801  -4.106
F  1.531  0.768  -5.343
C  2.900  2.143  -4.005
C  4.418  1.984  -3.842
C  0.637  -0.905  -1.154
C  -0.860  -1.108  -0.943
C  -1.462  -2.506  -1.142
C  -1.924  -3.176  0.137
F  -1.324  -4.434  0.214
O  1.290  0.054  -0.436
C  0.696  1.160  0.263
C  -0.466  1.871  -0.426
C  -0.966  3.143  0.237
C  -2.132  3.634  -0.612
C  0.189  0.742  1.640
C  1.123  -0.028  2.528
O  2.286  -0.204  2.303
N  0.510  -0.533  3.711
C  1.513  -1.016  4.652
C  -0.451  -1.578  3.386
C  1.868  2.209  0.290
C  3.172  1.590  -0.170
C  2.165  2.904  1.592
C  3.128  4.065  1.359
C  4.516  3.769  1.921
S  1.554  -2.493  -0.614
O  1.454  -3.479  -1.634
O  2.858  -2.143  -0.255
F  0.873  -2.972  0.699
H  -2.325  -2.154  -5.394
H  -1.705  -3.078  -4.078
H  -2.914  -1.884  -3.730
H  0.989  -1.697  -4.526
H  0.165  -2.629  -3.366
H  2.104  -1.203  -2.623
H  0.435  1.082  -3.106
H  2.904  0.000  -4.137
H  2.504  2.642  -3.137
H  2.676  2.711  -4.885
H  4.905  2.192  -4.777
H  4.683  0.998  -3.500
H  4.763  2.669  -3.091
H  -1.163  -0.776  0.028
H  -1.364  -0.431  -1.609
H  -2.347  -2.389  -1.734
H  -0.853  -3.228  -1.656
H  -1.603  -2.642  1.016
H  -2.983  -3.362  0.136
H  -1.351  1.259  -0.497
H  -0.215  2.162  -1.432
H  -0.228  3.926  0.222
H  -1.373  2.949  1.215
H  -2.348  4.645  -0.306
H  -2.991  3.001  -0.491
H  -1.842  3.694  -1.646
H  -0.698  0.143  1.521
H  -0.143  1.566  2.234
H  0.984  -1.353  5.529
H  2.179  -0.232  4.958
H  2.029  -1.880  4.253
H  0.018  -2.460  2.963
H  -1.258  -1.232  2.766
H  -0.904  -1.907  4.308
H  1.646  2.978  -0.431
H  3.144  1.306  -1.206
H  3.973  2.301  -0.069
H  3.442  0.720  0.402
H  2.610  2.239  2.313
H  1.289  3.314  2.069
H  2.768  4.933  1.880
H  3.264  4.249  0.305
H  4.481  3.020  2.699
H  4.953  4.632  2.353
H  5.182  3.390  1.165
O  4.742  -0.394  7.052
C  4.848  -1.555  6.837
O  5.919  -2.313  7.176
C  5.582  -3.689  6.965
C  4.475  -3.594  5.932
O  3.906  -2.311  6.216
H  6.447  -4.245  6.617
H  5.238  -4.115  7.909
H  4.854  -3.591  4.910
H  3.727  -4.375  6.032
O  -4.875  1.251  -0.157
C  -5.742  1.993  -0.495
O  -6.506  1.822  -1.594
C  -7.575  2.778  -1.543
C  -7.000  3.860  -0.659
O  -6.087  3.116  0.169
H  -7.819  3.139  -2.536
H  -8.454  2.300  -1.106
H  -6.438  4.604  -1.225
H  -7.748  4.365  -0.054
O  2.040  7.948  6.087
C  2.037  7.188  7.003
O  0.945  6.849  7.706
C  1.286  5.749  8.571
C  2.785  5.920  8.717
O  3.135  6.555  7.480
H  0.753  5.831  9.514
H  1.002  4.813  8.088
H  3.061  6.585  9.537
H  3.313  4.978  8.833
O  -0.674  3.850  8.238
C  -0.985  3.171  7.305
O  -0.188  2.741  6.279
C  -0.940  1.728  5.553
C  -2.367  2.106  5.884
O  -2.238  2.705  7.166
H  -0.748  1.761  4.489
H  -0.679  0.740  5.928
H  -2.787  2.832  5.186
H  -3.030  1.247  5.941
O  -3.536  5.854  -3.730
C  -2.623  6.527  -3.393
O  -1.473  6.055  -2.841
C  -0.530  7.133  -2.783
C  -1.431  8.352  -2.789
O  -2.576  7.879  -3.504
H  0.082  7.057  -1.889
H  0.114  7.083  -3.662
H  -1.740  8.648  -1.786
H  -0.991  9.207  -3.293
O  -2.324  -5.578  -7.467
C  -1.412  -5.675  -6.716
O  -1.435  -5.254  -5.422
C  -0.248  -5.743  -4.775
C  0.697  -5.948  -5.942
O  -0.209  -6.215  -7.020
H  0.120  -5.021  -4.049
H  -0.487  -6.675  -4.262
H  1.270  -5.050  -6.179
H  1.381  -6.779  -5.797
O  2.507  -9.226  -4.172
C  2.750  -8.298  -3.477
O  1.980  -7.181  -3.388
C  2.463  -6.387  -2.293
C  3.899  -6.851  -2.170
O  3.828  -8.196  -2.664
H  2.368  -5.332  -2.513
H  1.872  -6.618  -1.404
H  4.578  -6.280  -2.804
H  4.269  -6.834  -1.150
O  1.299  -9.304  2.888
C  0.607  -8.677  2.157
O  -0.276  -7.728  2.553
C  -0.744  -7.036  1.387
C  -0.514  -8.058  0.292
O  0.595  -8.806  0.805
H  -1.786  -6.755  1.500
H  -0.148  -6.136  1.248
H  -1.362  -8.732  0.160
H  -0.265  -7.610  -0.666
O  -6.577  4.036  -4.411
C  -6.457  2.960  -4.889
O  -7.373  1.959  -4.775
C  -6.980  0.905  -5.664
C  -5.493  1.147  -5.820
O  -5.394  2.558  -5.617
H  -7.215  -0.064  -5.233
H  -7.522  1.019  -6.604
H  -4.904  0.639  -5.053
H  -5.114  0.873  -6.800

Force components x, y, z for each atom (eV/Å):
-0.135 0.132 -0.126
0.116 0.688 0.312
-0.533 -0.367 0.177
0.590 -0.203 -0.016
-0.128 0.490 -0.285
-0.063 -0.232 0.037
-0.302 -0.286 0.299
0.148 0.841 0.057
-0.221 -0.305 -0.348
0.323 -0.605 0.296
-0.690 0.276 0.035
-0.149 -0.765 0.168
-0.038 -0.218 -0.446
-0.552 0.203 0.322
0.606 -0.357 -0.251
-0.014 -0.473 0.114
-0.880 -0.242 0.206
0.399 1.348 0.429
-0.200 -0.169 0.057
-0.644 -0.255 -0.901
0.482 0.469 0.357
0.486 -0.785 -0.134
-0.319 -0.422 0.271
0.627 0.216 0.008
0.436 0.312 -0.821
-0.848 -0.398 0.047
-0.162 -0.078 0.868
0.447 -1.108 0.168
0.505 -0.077 -0.363
-0.362 0.690 0.107
0.753 -0.533 0.779
-0.156 -0.452 -0.083
0.500 1.418 -1.349
-0.954 -1.209 -0.116
1.729 0.564 0.910
-0.674 -0.277 0.352
-0.446 0.007 -0.466
-0.026 -0.526 0.068
-0.445 0.263 0.016
0.263 0.026 -0.468
0.143 -0.446 0.437
0.538 -0.209 -0.065
-0.011 0.160 -0.305
0.285 -0.445 0.038
-0.240 0.366 0.249
-0.168 0.404 -0.420
0.456 -0.020 -0.343
0.147 -0.454 0.085
0.405 0.418 0.233
0.101 0.102 0.543
-0.139 0.313 -0.458
-0.363 0.107 -0.491
0.378 -0.068 -0.200
-0.115 0.247 0.384
-0.493 0.103 0.171
-0.234 -0.414 -0.023
0.399 -0.104 -0.469
0.511 0.204 0.474
0.278 0.117 0.627
-0.518 0.377 0.087
-0.465 -0.220 -0.036
-0.014 -0.076 -0.542
-0.396 -0.106 -0.065
-0.093 0.837 0.179
-0.215 -0.106 0.466
0.483 0.264 -0.118
0.529 -0.093 -0.125
0.213 -0.225 -0.365
-0.206 0.180 -0.337
-0.262 -0.113 0.433
-0.417 0.343 -0.381
-0.093 -0.167 -0.432
0.278 0.314 0.006
0.017 -0.309 0.298
0.098 -0.479 0.146
-0.662 0.059 0.080
-0.332 0.594 -0.117
-0.374 0.467 -0.397
-0.056 -0.222 0.295
0.562 0.955 0.335
0.372 -0.130 -0.291
-0.030 0.073 0.011
0.019 -0.017 -0.002
-0.075 -0.070 -0.046
-0.013 -0.097 -0.016
0.032 -0.105 -0.043
0.068 -0.116 0.042
0.110 0.149 -0.010
-0.042 0.023 0.003
0.040 0.036 0.005
-0.131 0.114 0.061
0.222 -0.192 0.075
-0.074 0.098 -0.062
-0.026 0.092 0.072
-0.306 0.162 -0.112
-0.007 0.099 -0.091
-0.063 0.033 -0.073
0.150 -0.108 -0.100
0.058 -0.044 0.073
0.061 -0.069 -0.042
0.074 -0.107 0.204
0.068 -0.016 -0.049
0.108 0.134 -0.144
-0.159 -0.167 0.226
0.386 -0.055 -0.002
-0.067 0.068 0.111
0.046 -0.056 0.032
-0.137 0.117 -0.062
0.318 0.430 0.132
-0.027 0.029 -0.007
0.086 0.007 -0.206
0.011 -0.628 -0.676
-0.102 -0.066 0.276
-0.600 -0.102 0.326
-0.119 0.297 0.212
-0.118 -0.209 -0.237
-0.226 -0.048 -0.086
0.367 0.209 -0.017
0.144 0.061 0.084
0.048 0.053 0.005
-0.044 -0.010 0.115
-0.083 -0.117 0.013
0.064 0.067 0.013
0.037 0.194 -0.032
0.106 0.018 0.022
0.064 0.046 0.053
0.099 -0.026 0.051
-0.087 -0.147 0.063
-0.030 0.018 -0.035
-0.003 -0.042 0.020
-0.117 -0.005 -0.141
-0.102 0.040 -0.057
0.099 -0.024 0.043
0.233 -0.067 -0.003
0.002 -0.077 0.082
0.086 -0.067 0.054
-0.032 0.094 0.089
-0.133 0.117 -0.031
0.035 -0.005 -0.062
-0.046 0.059 -0.012
-0.159 -0.094 -0.137
-0.074 -0.007 -0.102
0.199 -0.073 0.156
0.066 0.042 0.138
0.067 0.065 0.070
0.007 0.042 0.021
-0.112 0.126 -0.036
-0.071 0.009 -0.130
0.026 -0.040 0.007
-0.025 -0.001 -0.044
0.003 -0.207 0.016
0.065 -0.039 0.047
-0.045 0.057 -0.025
-0.006 -0.048 -0.143
-0.010 -0.007 -0.024
-0.105 0.038 -0.023
-0.043 0.086 -0.001
-0.013 -0.052 0.162
0.053 0.007 0.002
0.001 -0.011 0.036
0.157 -0.062 -0.005
-0.184 0.250 0.221
0.078 -0.187 -0.083
0.216 0.009 -0.165
-0.078 -0.171 -0.019
0.024 -0.122 -0.033
-0.025 -0.109 -0.028
-0.060 0.068 0.155
0.023 0.042 -0.016
-0.042 0.014 0.054
0.031 0.172 -0.050


(2)
The following is a quantum chemistry calculation of a structure of composition C24H29IMnN5O in a non-equilibrium geometry, from the Open Molecules 2025 dataset.

As for the total charge: -2. The calculation puts the HOMO-LUMO gap (spin up / spin down) at 1.0 / 4.0 eV. Its LUMO energy (spin up / spin down) is 3.056 / 4.211 eV. The value obtained for the relative energy (zero: lowest compared OMol25 entry of this formula, charge and spin) is 2.2762 eV. The spin multiplicity is 5.

Cartesian coordinates (Å):
C  0.868  3.129  -0.866
I  -0.499  4.382  -1.593
H  1.228  3.039  0.218
H  0.265  2.230  -0.927
H  1.730  2.927  -1.467
C  -0.721  -2.827  -2.905
C  0.057  -2.025  -3.655
N  0.442  -0.962  -2.842
C  -0.059  -1.109  -1.564
N  -0.769  -2.276  -1.648
H  -1.260  -3.732  -3.124
H  0.373  -2.202  -4.671
C  -1.821  1.425  3.135
C  -0.288  0.663  1.641
N  -1.615  0.879  1.880
H  -0.328  1.935  4.676
N  0.317  1.123  2.789
H  -2.790  1.652  3.541
Mn  0.434  -0.271  0.122
C  2.008  0.536  0.056
O  3.105  0.985  0.204
C  -0.611  1.574  3.708
C  1.708  0.961  3.168
H  1.845  1.508  4.109
H  2.388  1.334  2.396
H  1.917  -0.102  3.344
C  -2.689  0.413  1.017
H  -3.551  1.095  1.110
H  -3.001  -0.607  1.314
H  -2.333  0.383  -0.028
C  -1.501  -2.971  -0.610
H  -2.470  -3.265  -1.041
H  -1.648  -2.348  0.287
H  -0.966  -3.899  -0.331
C  1.425  0.054  -3.184
H  0.996  1.073  -3.206
H  1.924  -0.128  -4.153
H  2.201  0.055  -2.393
C  2.830  -4.828  -1.600
C  3.231  -3.479  -1.620
C  2.693  -2.559  -0.749
C  1.704  -2.953  0.170
C  1.405  -4.333  0.304
C  1.927  -5.236  -0.600
N  1.073  -1.964  0.942
C  1.135  -2.076  2.331
C  -0.050  -2.043  3.090
C  0.011  -2.028  4.477
C  1.246  -2.140  5.141
C  2.405  -2.330  4.387
C  2.371  -2.337  2.990
H  3.271  -5.553  -2.271
H  3.995  -3.162  -2.342
H  3.045  -1.510  -0.721
H  0.760  -4.654  1.139
H  1.642  -6.292  -0.535
H  -1.017  -2.167  2.572
H  -0.901  -1.997  5.069
H  1.287  -2.207  6.233
H  3.360  -2.533  4.883
H  3.234  -2.603  2.378

Force components x, y, z for each atom (eV/Å):
1.133 -3.074 2.413
-1.405 2.452 -0.700
-0.823 1.150 -1.376
0.507 -0.519 0.103
0.424 0.388 -0.587
0.144 -0.030 -0.035
0.045 0.053 -0.016
-0.079 -0.463 -0.342
-0.269 -0.344 -1.132
-0.300 -0.143 -0.081
0.166 -0.058 -0.168
0.054 0.407 0.041
-0.227 0.062 0.238
-0.244 0.667 0.965
-0.342 0.296 0.380
0.000 0.094 0.122
-0.449 0.104 0.164
-0.115 0.054 -0.142
1.205 0.228 -0.053
0.015 0.508 -0.181
0.420 0.057 -0.039
-0.105 -0.315 -0.510
0.201 -0.083 -0.069
0.097 -0.058 -0.223
-0.252 -0.077 0.158
0.035 0.535 -0.045
-0.016 0.029 -0.011
0.314 -0.222 -0.101
0.101 0.382 -0.136
-0.116 0.064 0.501
-0.154 -0.203 0.234
0.056 0.119 0.248
0.225 -0.134 -0.571
-0.179 0.531 0.003
0.605 0.514 0.257
0.002 -0.537 0.028
-0.532 -0.266 0.301
-0.457 0.060 -0.343
-0.242 0.413 0.695
0.309 -0.721 -0.676
0.013 0.474 -0.069
0.188 0.753 1.130
-0.141 0.568 0.354
0.499 -0.457 -0.536
0.139 -2.122 1.004
0.259 -1.174 -1.293
-0.200 -0.055 0.431
0.414 -0.160 0.170
-0.219 -0.050 0.022
0.327 -0.444 -0.422
-0.824 -0.106 0.452
-0.071 0.017 -0.093
-0.270 -0.108 0.292
-0.428 -0.781 -0.113
0.247 0.182 -0.583
0.130 0.310 0.016
0.594 0.544 0.230
0.047 0.004 -0.110
-0.034 0.194 -0.384
-0.312 0.116 -0.046
-0.108 0.374 0.234


(3)
The following is a quantum chemistry calculation of an isolated molecule of C3H5N3O, from the Open Molecules 2025 dataset.

The calculation puts the HOMO-LUMO gap at 7.8 eV. Its LUMO energy is 0.642 eV. The value obtained for the relative energy (zero: lowest compared OMol25 entry of this formula, charge and spin) is 6.1028 eV.

Cartesian coordinates (Å):
N  2.286  0.639  -0.050
C  0.955  0.156  -0.015
C  0.315  -1.012  0.119
N  -1.099  -0.854  0.088
C  -1.603  0.365  -0.062
O  -2.953  0.287  -0.058
N  0.701  1.427  -0.174
H  2.814  0.625  -0.908
H  2.779  0.845  0.806
H  0.760  -1.986  0.244
H  -1.683  -1.681  0.184
H  -3.271  1.189  -0.175

Force components x, y, z for each atom (eV/Å):
0.262 0.119 0.019
-0.094 0.089 -0.006
0.090 0.050 0.012
-0.038 0.280 -0.039
-0.042 -0.531 0.054
0.038 0.181 -0.032
0.173 -0.272 0.044
-0.123 -0.015 0.076
-0.141 -0.062 -0.118
-0.060 0.154 -0.017
-0.055 0.168 -0.020
-0.010 -0.162 0.027


Electronic energy: -141146.0463, -74271.5876, -9704.4810 (eV)